No. 1
The following is a quantum chemistry calculation of a structure of composition C21H38B2N2O6PS3W, from the OMol25 dataset.

```
74
C21H38B2N2O6PS3W, DFT the ωB97M-V functional and the def2-TZVPD basis
W 0.194 -2.195 1.121
C 4.653 1.335 2.862
C 4.915 -0.143 3.011
O 3.698 -0.797 3.461
P 2.980 -1.843 2.529
S 1.252 -2.329 3.406
S 2.551 -1.270 0.669
O 4.032 -3.032 2.516
C 4.083 -4.061 1.499
C 2.935 -5.037 1.593
H 5.571 1.845 2.570
H 4.304 1.757 3.804
H 3.896 1.514 2.099
H 5.667 -0.356 3.768
H 5.243 -0.586 2.068
H 5.035 -4.557 1.678
H 4.114 -3.574 0.523
H 2.804 -5.395 2.614
H 3.142 -5.889 0.944
H 1.991 -4.597 1.263
C -1.053 -3.223 -4.183
C -0.380 -2.187 -3.302
C -0.904 -0.795 -3.625
O -0.717 -2.469 -1.918
B 0.378 -2.144 -1.131
O 1.481 -1.874 -1.914
C 1.172 -2.262 -3.274
C 1.873 -1.311 -4.225
C 1.703 -3.680 -3.453
H -2.135 -3.092 -4.135
H -0.819 -4.235 -3.860
H -0.742 -3.102 -5.223
H -1.974 -0.768 -3.418
H -0.749 -0.550 -4.677
H -0.422 -0.042 -3.004
H 1.628 -0.275 -4.000
H 1.592 -1.524 -5.258
H 2.953 -1.435 -4.133
H 1.200 -4.372 -2.776
H 2.768 -3.684 -3.222
H 1.569 -4.033 -4.477
N -2.879 -1.970 0.176
C -1.985 -2.245 1.252
N -2.558 -1.822 2.501
S -1.325 -3.905 1.294
H -3.383 -1.105 0.331
H -2.391 -1.937 -0.714
H -2.545 -0.806 2.557
H -2.012 -2.167 3.282
C -2.128 5.874 2.250
C -3.071 5.229 1.224
C -3.380 6.266 0.145
C -4.388 4.850 1.914
C -2.415 3.971 0.652
C -2.148 3.818 -0.706
C -1.554 2.668 -1.234
C -1.230 1.673 -0.347
O -0.647 0.454 -0.577
B -0.541 -0.191 0.671
O -1.076 0.672 1.658
C -1.488 1.809 1.007
C -2.074 2.932 1.533
H -2.585 6.773 2.669
H -1.182 6.155 1.784
H -1.906 5.196 3.075
H -3.845 7.140 0.605
H -4.073 5.877 -0.603
H -2.475 6.603 -0.364
H -4.867 5.740 2.328
H -4.226 4.146 2.732
H -5.077 4.388 1.206
H -2.408 4.610 -1.394
H -1.357 2.569 -2.293
H -2.261 3.002 2.597
```

## Properties
spin multiplicity = 2
expectation value of S² = 0.76
energy = -82639.562 eV
E_HOMO (spin up / spin down) = -7.476 / -7.363 eV
gap between HOMO and LUMO (spin up / spin down) = 0.261 / 0.265 hartree

***

No. 2
The following is a quantum chemistry calculation of a structure of composition C21H38Br2INO7PS in a non-equilibrium geometry, from the OMol25 dataset.

```
72
C21H38Br2INO7PS, DFT the ωB97M-V functional and the def2-TZVPD basis
C -0.136 -1.764 2.458
C -0.742 -0.709 1.470
P 0.422 0.655 0.968
C 1.849 0.526 2.130
C 2.747 1.782 2.226
N 0.891 0.530 -0.824
S 2.632 0.062 -0.740
C 0.109 -0.498 -1.643
C -1.407 -0.235 -1.799
C 0.572 -1.953 -1.327
C -0.472 -3.062 -1.605
O -0.053 -4.194 -0.825
C 0.611 -0.188 -3.109
C -0.251 -0.754 -4.271
C 0.555 -1.018 -5.540
O 1.403 -2.147 -5.264
C 2.719 -1.931 -5.557
O 3.540 -2.106 -4.760
C 0.837 1.411 -3.111
Br -0.396 2.420 -4.288
I 2.723 1.641 -4.216
C 0.892 1.839 -1.576
Br -0.743 2.934 -1.169
C 1.996 2.874 -1.232
C 1.742 4.298 -1.820
O 3.083 4.830 -2.061
C 3.151 6.159 -1.765
O 4.162 6.648 -1.535
H 0.834 -2.072 2.056
H -0.068 -1.322 3.455
H -0.826 -2.605 2.548
H -1.578 -0.210 1.977
H -1.157 -1.295 0.646
H 2.437 -0.398 2.059
H 1.376 0.450 3.123
H 3.352 1.889 1.318
H 3.418 1.655 3.080
H 2.174 2.707 2.352
H 2.929 -0.661 -1.851
H -1.609 0.638 -2.426
H -1.909 -0.012 -0.848
H -1.945 -1.068 -2.250
H 0.841 -2.089 -0.272
H 1.457 -2.234 -1.908
H -1.469 -2.799 -1.232
H -0.488 -3.407 -2.644
H -0.751 -4.445 -0.209
H 1.601 -0.567 -3.377
H -0.585 -1.740 -3.922
H -1.162 -0.182 -4.464
H -0.164 -1.336 -6.310
H 1.071 -0.144 -5.951
H 2.979 -1.625 -6.588
H 1.931 3.027 -0.145
H 2.998 2.619 -1.573
H 1.279 4.963 -1.092
H 1.240 4.280 -2.792
H 2.235 6.779 -1.776
O -3.013 -2.755 3.515
C -3.493 -2.074 4.384
O -2.809 -1.006 4.837
C -3.368 -0.014 5.713
C -3.233 -0.419 7.166
C -4.799 -2.445 5.041
H -4.398 0.213 5.438
H -2.793 0.894 5.535
H -3.787 -1.333 7.381
H -3.603 0.371 7.819
H -2.188 -0.615 7.409
H -4.603 -3.141 5.855
H -5.428 -2.933 4.299
H -5.362 -1.593 5.414
```

## Properties
spin multiplicity = 1
net charge = +1
energy = -206515.233 eV
E_HOMO = -11.612 eV
gap between HOMO and LUMO = 0.304 hartree

***

No. 3
The following is a quantum chemistry calculation of a cluster of 6 separate species, C21H38F3O16 in total in a non-equilibrium geometry, from the OMol25 dataset.

```
78
C21H38F3O16, DFT the ωB97M-V functional and the def2-TZVPD basis
O -48.458 -79.113 40.763
H -48.209 -79.776 40.274
C -50.316 -81.372 42.694
C -51.302 -80.620 41.828
O -51.920 -79.675 42.794
C -51.518 -79.906 44.067
O -51.924 -79.268 45.036
O -50.639 -80.959 44.069
F -52.191 -81.526 41.473
H -49.346 -81.189 42.343
H -50.414 -82.493 42.565
H -50.878 -80.143 40.888
C -49.772 -77.106 38.793
C -48.323 -76.643 38.636
O -48.551 -75.231 38.482
C -49.842 -74.957 38.243
O -50.243 -73.862 37.960
O -50.548 -76.117 38.274
F -47.705 -77.131 37.525
H -50.121 -77.545 39.737
H -49.665 -77.909 38.234
H -47.635 -76.970 39.516
C -48.712 -76.792 42.766
C -47.339 -77.300 43.058
O -47.092 -76.984 44.331
C -48.085 -76.127 44.805
O -48.134 -75.641 45.940
O -48.959 -75.890 43.828
F -46.430 -76.433 42.332
H -49.301 -77.605 42.528
H -48.759 -76.142 41.869
H -47.047 -78.239 42.767
C -41.915 -83.300 37.716
O -42.462 -82.100 38.350
C -42.881 -82.238 39.637
C -44.250 -83.029 39.824
O -45.105 -82.472 39.126
C -46.442 -83.118 39.139
C -47.620 -82.125 38.879
O -47.142 -81.470 37.701
C -48.052 -80.430 37.492
H -41.062 -82.941 37.122
H -42.609 -83.826 37.265
H -41.489 -83.924 38.208
H -42.928 -81.255 40.004
H -42.276 -82.586 40.604
H -44.601 -83.121 40.774
H -44.094 -83.811 39.272
H -46.735 -83.528 40.049
H -46.456 -83.766 38.191
H -47.460 -81.561 39.745
H -48.436 -82.984 38.831
H -47.930 -79.635 38.213
H -49.166 -80.258 37.557
H -47.939 -80.025 36.421
C -45.108 -80.537 32.359
O -44.801 -79.896 33.670
C -44.600 -78.538 33.552
C -44.714 -77.897 34.955
O -43.953 -78.505 35.665
C -43.386 -77.865 36.768
C -44.348 -77.728 38.091
O -44.717 -79.001 38.497
C -45.151 -78.959 39.864
H -46.220 -80.611 32.191
H -44.911 -81.553 32.254
H -44.310 -80.132 31.524
H -45.128 -77.880 32.846
H -43.643 -78.328 33.165
H -45.706 -77.870 35.356
H -44.462 -76.698 34.946
H -42.904 -76.936 36.679
H -42.532 -78.649 37.093
H -45.220 -77.104 38.012
H -44.029 -77.087 38.766
H -44.054 -78.772 40.513
H -45.825 -79.839 40.123
H -45.708 -78.124 39.985
```

## Properties
spin multiplicity = 1
net charge = -1
energy = -63291.663 eV
E_HOMO = -5.574 eV
gap between HOMO and LUMO = 0.292 hartree

***

No. 4
The following is a quantum chemistry calculation of a structure of composition C21H38IO3P2Tm in a non-equilibrium geometry, from the OMol25 dataset.

```
66
C21H38IO3P2Tm, DFT the ωB97M-V functional and the def2-TZVPD basis
C 2.325 2.601 -1.001
C 1.638 1.373 -0.613
H 3.410 2.508 -1.183
H 2.142 3.304 -0.176
H 1.851 2.988 -1.914
O 2.110 0.215 -0.499
I -1.188 1.854 -0.603
Tm 0.283 -0.570 0.273
P -0.637 -1.913 -2.767
C -1.070 -3.547 -3.344
C -2.015 -0.843 -3.150
H -2.251 -0.897 -4.222
H 1.015 -1.534 -4.532
H -1.776 0.198 -2.867
H 0.926 -0.185 -3.374
H -1.990 -3.893 -2.846
H -2.894 -1.178 -2.579
C 0.892 -1.283 -3.467
H -1.260 -3.442 -4.424
H 1.728 -1.719 -2.899
H -0.266 -4.277 -3.163
P 0.868 0.903 2.737
C 0.688 0.299 4.455
C 2.604 1.498 2.862
H 0.399 3.253 2.197
H 0.313 2.923 3.966
H -1.035 2.428 2.882
C 0.054 2.543 2.963
H 2.794 2.306 2.141
H 2.765 1.879 3.882
H 0.870 1.133 5.146
H 1.402 -0.505 4.660
H 3.299 0.670 2.671
H -0.327 -0.081 4.617
C 0.712 -2.087 2.144
O 0.882 -2.848 3.002
C -1.696 -4.154 0.447
C -2.946 -4.174 1.330
C -2.724 -3.235 2.523
C -4.188 -3.747 0.606
C -5.434 -4.393 0.793
C -6.601 -3.842 0.244
C -6.532 -2.659 -0.489
C -5.272 -2.020 -0.684
C -5.185 -0.658 -1.345
C -5.795 -0.657 -2.753
C -5.843 0.426 -0.491
C -4.176 -2.638 -0.178
O -0.441 -1.881 -1.220
H -1.686 -3.251 -0.176
H -1.669 -5.025 -0.222
H -0.775 -4.154 1.047
H -3.088 -5.193 1.708
H -2.712 -2.196 2.182
H -3.530 -3.348 3.250
H -1.776 -3.429 3.029
H -5.479 -5.312 1.390
H -7.571 -4.329 0.378
H -7.413 -2.183 -0.926
H -4.125 -0.396 -1.437
H -6.879 -0.798 -2.703
H -5.591 0.297 -3.249
H -5.381 -1.449 -3.386
H -5.336 0.490 0.472
H -5.764 1.399 -0.976
H -6.896 0.198 -0.316
```

## Properties
spin multiplicity = 3
expectation value of S² = 2.14
net charge = +2
energy = -84728.358 eV
E_HOMO (spin up / spin down) = -13.070 / -13.062 eV
gap between HOMO and LUMO (spin up / spin down) = 0.149 / 0.151 hartree

***

No. 5
The following is a quantum chemistry calculation of a structure of composition C21H38NO3P2Ti in a non-equilibrium geometry, from the OMol25 dataset.

```
66
C21H38NO3P2Ti, DFT the ωB97M-V functional and the def2-TZVPD basis
C -3.564 -1.036 -2.582
C -2.397 -0.421 -2.071
N -1.730 -1.040 -1.016
C -2.253 -2.132 -0.432
C -3.390 -2.753 -0.935
C -4.048 -2.192 -2.035
C -1.882 0.779 -2.597
P -0.341 1.435 -2.035
Ti 0.085 -0.253 -0.225
P -1.010 -1.375 1.959
C -1.487 -2.678 0.771
C 1.307 1.187 1.332
C 2.243 1.874 0.496
C 3.104 2.814 1.072
C 2.993 3.150 2.429
C 1.923 2.650 3.183
C 0.999 1.782 2.594
O -5.925 3.891 -1.481
O -2.507 3.094 1.386
H -4.070 -0.537 -3.405
H -3.740 -3.663 -0.456
H -4.951 -2.665 -2.420
C 0.891 1.126 -3.356
C -0.493 3.238 -1.980
H -2.140 -3.359 1.340
H -0.593 -3.236 0.437
H -5.138 4.425 -1.342
H -2.500 1.292 -3.339
C 0.445 -1.792 2.896
C -2.396 -1.165 3.053
H 2.256 1.741 -0.593
H 3.902 3.265 0.475
H 3.748 3.798 2.915
H 1.805 2.953 4.231
H 0.079 1.520 3.127
H 1.176 0.012 1.238
H -1.898 3.585 1.961
H -2.093 2.225 1.269
H -5.682 3.086 -0.992
H -0.712 -0.018 1.440
H 0.565 1.652 -4.267
H 1.875 1.498 -3.047
H 0.971 0.048 -3.565
H -0.564 3.626 -3.007
H -1.386 3.514 -1.402
H 0.406 3.636 -1.488
H -2.536 -2.102 3.610
H -2.194 -0.348 3.756
H -3.308 -0.938 2.489
H 0.102 -2.399 3.744
H 1.181 -2.347 2.298
H 0.916 -0.879 3.282
C 3.719 -1.491 0.549
C 2.787 -1.938 -0.574
C 3.356 -1.511 -1.924
C 2.583 -3.448 -0.514
O 1.497 -1.317 -0.449
H 4.707 -1.950 0.388
H 3.353 -1.813 1.535
H 3.846 -0.399 0.556
H 4.321 -2.006 -2.105
H 2.660 -1.783 -2.730
H 3.519 -0.423 -1.943
H 2.202 -3.758 0.472
H 1.864 -3.766 -1.284
H 3.539 -3.966 -0.691
```

## Properties
spin multiplicity = 2
expectation value of S² = 0.77
energy = -71715.883 eV
E_HOMO (spin up / spin down) = -5.292 / -4.911 eV
gap between HOMO and LUMO (spin up / spin down) = 0.203 / 0.189 hartree

***

No. 6
The following is a quantum chemistry calculation of a structure of composition C21H39BN6PtSi4Te in a non-equilibrium geometry, from the OMol25 dataset.

```
73
C21H39BN6PtSi4Te, DFT the ωB97M-V functional and the def2-TZVPD basis
Pt 1.178 -0.489 0.662
B 0.818 1.574 3.489
N -0.307 0.600 3.097
C -1.569 0.596 3.529
C -2.207 -0.523 3.024
C -1.237 -1.158 2.262
N -0.095 -0.467 2.330
N 1.327 2.249 2.190
C 1.693 3.526 2.085
C 2.105 3.769 0.788
C 1.953 2.548 0.148
N 1.487 1.643 1.012
H 0.364 2.419 4.188
H 1.699 0.959 4.001
H -1.952 1.373 4.158
H -3.221 -0.833 3.171
H -1.319 -2.073 1.707
H 1.649 4.185 2.927
H 2.469 4.686 0.375
H 2.149 2.307 -0.879
C 5.467 -0.008 0.721
Si 4.891 -1.537 1.715
C 6.460 -2.341 2.451
C 3.680 -0.909 3.034
Si 3.726 -3.315 0.597
Te 1.211 -3.030 0.212
Si 3.581 -5.199 2.103
C 3.130 -4.593 3.860
C 2.258 -6.475 1.583
C 5.247 -6.124 2.224
Si 4.726 -3.948 -1.502
C 5.288 -2.479 -2.595
C 3.548 -5.048 -2.530
C 6.337 -4.908 -1.122
H 6.043 0.666 1.351
H 4.617 0.557 0.350
H 6.099 -0.277 -0.122
H 7.100 -1.610 2.934
H 7.050 -2.817 1.675
H 6.216 -3.095 3.190
H 4.040 -0.037 3.571
H 3.426 -1.664 3.770
H 2.749 -0.613 2.533
H 2.238 -3.973 3.843
H 3.938 -4.006 4.286
H 2.942 -5.426 4.533
H 1.258 -6.070 1.700
H 2.322 -7.377 2.186
H 2.374 -6.763 0.544
H 6.087 -5.440 2.196
H 5.363 -6.829 1.407
H 5.305 -6.686 3.152
H 4.471 -2.062 -3.177
H 6.059 -2.802 -3.292
H 5.712 -1.676 -2.000
H 2.671 -4.487 -2.838
H 3.205 -5.911 -1.967
H 4.038 -5.412 -3.429
H 7.028 -4.315 -0.527
H 6.851 -5.163 -2.045
H 6.147 -5.833 -0.589
N 2.401 2.849 -5.592
C 2.260 2.177 -4.665
C 2.087 1.364 -3.547
C 0.798 1.078 -3.037
C 0.665 0.246 -1.967
N 1.724 -0.333 -1.333
C 2.960 -0.046 -1.809
C 3.187 0.767 -2.881
H -0.070 1.499 -3.518
H -0.320 -0.014 -1.584
H 3.767 -0.539 -1.289
H 4.189 0.934 -3.246
```

## Properties
spin multiplicity = 1
energy = -74081.323 eV
E_HOMO = -7.180 eV
gap between HOMO and LUMO = 0.204 hartree